Entry 1:
{
  "formula": "C24H32NO4",
  "method": "ωB97M-V/def2-TZVPD",
  "max_force_ev_per_a": 2.41,
  "total_energy_ev": -35084.9481,
  "total_charge": -1,
  "gap_ev": 5.14,
  "species": ["C", "C", "N", "O", "O", "H", "H", "H", "H", "C", "O", "C", "C", "C", "C", "C", "C", "C", "C", "C", "C", "C", "C", "C", "O", "C", "C", "C", "C", "C", "C", "C", "C", "H", "H", "H", "H", "H", "H", "H", "H", "H", "H", "H", "H", "H", "H", "H", "H", "H", "H", "H", "H", "H", "H", "H", "H", "H", "H", "H", "H"],
  "positions_angstrom": [[-2.911, 0.009, -2.566], [-2.660, 1.290, -1.942], [-3.703, 1.868, -1.315], [-3.688, 3.029, -0.830], [-4.726, 1.112, -1.232], [-1.998, -0.354, -3.049], [-3.227, -0.719, -1.806], [-3.715, 0.073, -3.318], [-1.773, 1.883, -2.128], [-1.050, 6.065, 3.034], [-1.787, 4.925, 3.549], [-1.827, 3.791, 2.809], [-2.558, 2.699, 3.347], [-2.638, 1.517, 2.653], [-1.883, 1.306, 1.460], [-1.844, 0.053, 0.772], [-0.655, -0.576, 0.348], [-0.713, -1.842, -0.329], [0.393, -2.486, -0.810], [0.319, -3.856, -1.534], [0.861, -3.736, -2.964], [-1.110, -4.388, -1.617], [1.160, -4.906, -0.797], [1.711, -1.840, -0.638], [2.748, -2.372, -1.107], [1.799, -0.560, 0.091], [3.184, 0.108, 0.297], [4.114, -0.818, 1.090], [3.085, 1.429, 1.060], [3.846, 0.403, -1.054], [0.645, -0.012, 0.578], [-1.181, 2.422, 0.935], [-1.183, 3.654, 1.557], [-1.181, 6.827, 3.804], [0.016, 5.825, 2.907], [-1.474, 6.407, 2.078], [-3.044, 2.848, 4.312], [-3.237, 0.694, 3.040], [-2.762, -0.540, 0.747], [-1.703, -2.299, -0.434], [1.912, -3.430, -2.935], [0.784, -4.707, -3.469], [0.285, -2.995, -3.530], [-1.532, -4.551, -0.619], [-1.762, -3.712, -2.182], [-1.108, -5.355, -2.138], [0.795, -5.032, 0.228], [1.084, -5.868, -1.320], [2.209, -4.594, -0.773], [4.266, -1.752, 0.541], [5.083, -0.325, 1.237], [3.680, -1.041, 2.071], [2.453, 2.152, 0.531], [2.697, 1.277, 2.075], [4.087, 1.868, 1.151], [3.211, 1.067, -1.650], [4.812, 0.894, -0.888], [4.008, -0.530, -1.601], [0.704, 0.891, 1.187], [-0.644, 2.308, -0.006], [-0.671, 4.503, 1.092]],
  "forces_ev_per_angstrom": [[0.129, -1.051, -0.484], [0.113, 1.673, 0.747], [0.612, -1.278, -0.662], [0.159, 0.263, 0.144], [-0.720, 0.542, 0.544], [-0.012, -0.077, -0.023], [-0.066, -0.153, -0.294], [0.081, -0.187, 0.152], [-0.198, 0.106, 0.105], [-0.522, -0.761, 0.254], [0.332, 0.808, -0.146], [0.203, -0.826, -0.842], [0.424, 1.109, -0.091], [0.515, -0.627, -0.922], [-0.090, 2.037, 0.487], [1.637, -1.734, -0.361], [-1.493, 0.647, 0.493], [0.138, -0.708, -0.245], [-0.564, 0.024, 0.139], [0.076, 0.245, 0.114], [0.159, 0.203, -0.074], [-0.170, 0.038, -0.008], [0.189, 0.108, 0.148], [1.093, -0.467, -0.739], [-0.997, 0.454, 0.548], [-0.452, 0.472, 0.361], [-0.196, -0.269, 0.010], [-0.041, -0.230, -0.008], [-0.088, 0.079, 0.053], [-0.102, -0.138, -0.221], [0.901, 0.179, -0.094], [-0.331, -0.725, 0.109], [-0.169, 0.362, 1.006], [0.100, -0.049, -0.222], [-0.290, 0.015, 0.045], [0.103, -0.098, 0.275], [0.017, -0.104, -0.313], [0.113, 0.162, -0.024], [0.109, 0.199, -0.271], [0.369, 0.246, -0.043], [-0.249, -0.050, -0.116], [-0.014, 0.132, 0.038], [0.077, -0.095, 0.003], [-0.033, 0.057, -0.134], [0.034, -0.072, 0.140], [0.042, 0.174, 0.097], [0.077, -0.050, -0.074], [0.005, 0.111, 0.102], [-0.204, -0.132, 0.067], [0.003, 0.154, 0.188], [-0.097, -0.077, 0.021], [0.100, -0.015, -0.058], [0.029, -0.076, 0.147], [-0.028, 0.101, -0.132], [-0.169, -0.111, -0.027], [0.106, -0.051, -0.004], [-0.115, -0.030, -0.035], [-0.030, 0.255, 0.034], [-0.068, -0.293, -0.258], [-0.309, 0.012, 0.150], [-0.230, -0.430, 0.206]],
  "nbo_charge": [-0.637, -0.241, 0.420, -0.592, -0.623, 0.188, 0.199, 0.203, 0.175, -0.256, -0.501, 0.320, -0.280, -0.132, -0.155, -0.003, -0.074, -0.151, -0.105, -0.069, -0.610, -0.607, -0.608, 0.463, -0.663, -0.017, -0.089, -0.609, -0.606, -0.609, -0.206, -0.128, -0.268, 0.194, 0.180, 0.188, 0.218, 0.210, 0.222, 0.214, 0.241, 0.191, 0.206, 0.204, 0.216, 0.204, 0.199, 0.192, 0.239, 0.240, 0.192, 0.200, 0.210, 0.207, 0.204, 0.204, 0.191, 0.243, 0.223, 0.226, 0.210]
}

Entry 2:
{
  "formula": "C6H14N2",
  "method": "ωB97M-V/def2-TZVPD",
  "max_force_ev_per_a": 6.58,
  "total_energy_ev": -9425.3702,
  "total_charge": 0,
  "gap_ev": 8.63,
  "e_above_lowest_ev": 4.1142,
  "species": ["C", "C", "C", "C", "C", "C", "N", "N", "H", "H", "H", "H", "H", "H", "H", "H", "H", "H", "H", "H", "H", "H"],
  "positions_angstrom": [[0.679, 0.001, -0.048], [0.863, -0.466, 1.391], [1.259, -0.999, -1.048], [1.717, 1.322, -0.245], [-2.389, 0.798, 0.626], [-1.263, 0.187, -0.202], [-1.807, -0.883, -0.951], [-0.362, 1.079, -0.536], [-2.459, -1.508, -0.500], [-1.172, -1.466, -1.471], [1.920, -0.639, 1.599], [0.521, 0.291, 2.092], [0.364, -1.421, 1.558], [2.302, -1.226, -0.830], [1.168, -0.632, -2.067], [0.729, -1.949, -0.994], [1.814, 1.648, -1.275], [2.674, 0.874, 0.026], [1.508, 2.151, 0.422], [-2.054, 1.695, 1.135], [-2.795, 0.095, 1.355], [-3.217, 1.050, -0.036]],
  "forces_ev_per_angstrom": [[4.903, 3.928, -1.963], [-0.609, 0.065, -0.202], [-0.907, -0.253, 0.071], [1.498, -2.526, 1.270], [-0.460, -0.742, 0.857], [-3.871, 3.657, -1.512], [1.494, -0.700, 0.574], [-1.885, -3.953, 0.536], [-0.135, 0.337, 0.499], [0.327, 0.255, -0.441], [0.109, 0.067, -0.217], [-0.198, -0.047, 0.111], [-0.225, 0.001, 0.222], [0.068, 0.143, 0.095], [0.073, 0.131, -0.040], [-0.031, -0.299, -0.010], [-0.595, -0.159, -0.061], [0.660, 0.336, 0.209], [-0.304, -0.133, 0.006], [0.124, -0.097, -0.039], [-0.087, -0.040, 0.192], [0.051, 0.031, -0.155]],
  "nbo_charge": [0.067, -0.646, -0.644, -0.506, -0.682, 0.507, -0.809, -0.572, 0.377, 0.382, 0.220, 0.224, 0.201, 0.219, 0.226, 0.186, 0.212, 0.154, 0.215, 0.233, 0.201, 0.236]
}

Entry 3:
{
  "formula": "C2H9AlNO4S",
  "method": "ωB97M-V/def2-TZVPD",
  "max_force_ev_per_a": 0.60,
  "total_energy_ev": -29335.2030,
  "total_charge": -1,
  "gap_ev": 8.51,
  "e_above_lowest_ev": 0.0000,
  "species": ["O", "N", "O", "Al", "O", "S", "H", "H", "H", "C", "C", "O", "H", "H", "H", "H", "H", "H"],
  "positions_angstrom": [[-1.718, 3.611, 3.061], [-0.825, 3.631, 2.261], [-1.082, 2.915, 1.175], [0.366, 2.097, 0.352], [1.879, 2.870, 0.778], [-0.004, 2.286, -1.898], [0.393, 0.614, 0.858], [1.987, 3.719, 0.352], [-0.305, 3.580, -1.977], [-0.402, -3.575, -0.959], [0.128, -2.556, 0.039], [0.827, -1.498, -0.582], [0.418, -3.988, -1.549], [-0.918, -4.393, -0.453], [-1.103, -3.103, -1.651], [0.837, -3.027, 0.721], [-0.697, -2.152, 0.638], [0.219, -1.032, -1.166]],
  "forces_ev_per_angstrom": [[-0.018, 0.148, -0.122], [-0.109, -0.176, 0.008], [0.182, 0.025, 0.079], [0.185, 0.369, 0.268], [-0.225, -0.008, -0.027], [-0.034, -0.413, -0.179], [-0.179, -0.187, -0.016], [0.182, 0.185, -0.014], [-0.085, 0.221, 0.134], [0.075, 0.018, -0.040], [-0.172, 0.173, -0.037], [0.186, -0.463, -0.331], [0.005, -0.017, 0.015], [-0.011, 0.010, 0.009], [-0.035, -0.008, 0.027], [0.003, 0.010, 0.023], [0.024, -0.070, 0.068], [0.028, 0.185, 0.136]],
  "nbo_charge": [-0.401, 0.332, -0.709, 1.564, -1.197, -0.743, -0.441, 0.460, 0.134, -0.632, -0.059, -0.704, 0.203, 0.198, 0.198, 0.166, 0.161, 0.468]
}

Entry 4:
{
  "formula": "C5H6FN",
  "method": "ωB97M-V/def2-TZVPD",
  "max_force_ev_per_a": 5.71,
  "total_energy_ev": -9486.7191,
  "total_charge": 0,
  "gap_ev": 10.85,
  "e_above_lowest_ev": 2.7681,
  "species": ["C", "C", "C", "C", "F", "C", "N", "H", "H", "H", "H", "H", "H"],
  "positions_angstrom": [[1.541, 1.136, -1.047], [0.794, 0.173, -0.238], [-0.498, 0.375, 0.010], [-1.568, -0.716, 1.083], [-2.784, -0.133, 0.874], [-1.285, -2.101, 0.798], [-0.873, -3.102, 0.407], [2.560, 0.714, -1.120], [1.254, 1.321, -2.141], [1.572, 2.137, -0.524], [1.329, -0.718, -0.057], [-0.889, 1.327, -0.041], [-1.153, -0.411, 1.997]],
  "forces_ev_per_angstrom": [[1.762, 1.838, -1.154], [-2.474, -0.049, -0.814], [0.243, -4.301, 2.945], [2.851, 3.722, -3.251], [-0.358, -1.209, 0.252], [-0.325, -0.099, -1.011], [-0.217, 0.072, 0.432], [-0.134, 0.750, 0.019], [-0.168, -0.459, 1.649], [0.181, -0.908, -0.718], [0.067, -1.212, 0.501], [-1.426, 1.750, -0.436], [-0.001, 0.105, 1.586]],
  "nbo_charge": [-0.659, -0.206, -0.150, 0.114, -0.322, 0.209, -0.269, 0.218, 0.234, 0.223, 0.212, 0.190, 0.207]
}

Entry 5:
{
  "formula": "CH7NO2",
  "method": "ωB97M-V/def2-TZVPD",
  "max_force_ev_per_a": 6.71,
  "total_energy_ev": -6727.0207,
  "total_charge": 0,
  "gap_ev": 4.96,
  "e_above_lowest_ev": 8.3230,
  "species": ["N", "C", "O", "H", "H", "H", "H", "H", "H", "H", "O"],
  "positions_angstrom": [[0.590, -0.826, -0.352], [-0.319, 0.078, 0.418], [2.321, 0.834, 0.149], [0.071, 0.120, 1.464], [0.275, -1.092, -1.284], [-1.257, -0.495, 0.335], [-0.471, 1.076, 0.046], [3.304, 1.017, 0.270], [1.529, -0.390, -0.264], [-3.533, -0.073, -0.108], [-2.588, -0.190, -0.212]],
  "forces_ev_per_angstrom": [[-4.298, 1.870, 1.234], [6.502, -1.631, 0.339], [0.612, 0.122, 0.137], [-0.247, 0.007, -0.957], [-0.079, 0.603, 0.096], [-3.674, -0.663, -0.036], [-0.827, 0.217, -0.813], [-1.671, -0.750, -0.507], [2.955, 0.601, 1.062], [-0.467, -0.305, 1.429], [1.195, -0.071, -1.983]],
  "nbo_charge": [-0.525, -0.340, -0.872, 0.223, 0.384, 0.358, 0.272, 0.456, 0.430, 0.464, -0.851]
}

Entry 6:
{
  "formula": "C14H23NO2",
  "method": "ωB97M-V/def2-TZVPD",
  "max_force_ev_per_a": 16.07,
  "total_energy_ev": -20465.5156,
  "total_charge": 0,
  "gap_ev": 9.50,
  "e_above_lowest_ev": 10.5162,
  "species": ["C", "H", "H", "H", "C", "C", "H", "H", "H", "O", "C", "C", "C", "N", "H", "C", "H", "C", "C", "C", "C", "C", "C", "C", "H", "H", "H", "H", "H", "O", "H", "H", "H", "H", "H", "H", "H", "H", "H", "H"],
  "positions_angstrom": [[-5.263, -0.165, 0.426], [-6.103, -0.714, 0.289], [-5.262, 0.855, -0.240], [-5.038, 0.038, 1.353], [-4.166, -1.207, -0.392], [-4.169, -2.460, 0.532], [-5.138, -3.042, 0.537], [-3.326, -2.947, -0.054], [-3.970, -2.182, 1.441], [-2.880, -0.471, -0.110], [-2.717, 0.847, -0.956], [-1.299, 1.143, -0.920], [-0.907, 1.460, 0.460], [0.425, 2.233, 0.856], [0.636, 2.847, 0.013], [1.405, 1.143, 1.004], [2.230, 1.355, 1.688], [2.213, 0.950, -0.373], [3.461, 0.104, -0.321], [3.167, -1.263, -0.584], [4.138, -2.259, -0.580], [5.232, -1.808, 0.326], [5.513, -0.491, 0.675], [4.465, 0.387, 0.584], [4.675, 1.516, 0.531], [6.509, -0.302, 1.125], [6.135, -2.823, 0.331], [4.084, -3.104, -0.875], [2.210, -1.624, -1.108], [2.731, 2.220, -0.850], [3.320, 2.739, -0.324], [1.540, 0.627, -1.363], [1.113, 0.249, 1.220], [-1.637, 2.354, 0.710], [-1.181, 0.815, 1.330], [-0.896, 1.979, -1.552], [-0.559, 0.160, -1.131], [-3.305, 1.529, -0.480], [-2.876, 0.383, -1.998], [-4.507, -1.072, -1.218]],
  "forces_ev_per_angstrom": [[2.452, 1.088, -8.261], [-3.263, -1.002, -0.091], [-0.471, -2.436, 1.767], [1.479, 0.814, 4.920], [2.438, 3.802, 15.310], [-0.409, -1.636, -8.307], [1.176, 0.599, -0.457], [-0.855, -0.791, 1.738], [1.594, 1.505, 4.992], [-0.492, 0.196, -1.905], [0.597, -6.972, -2.123], [5.462, -2.363, -0.239], [-1.109, 5.714, 4.366], [-1.750, -2.611, -1.709], [0.208, -1.167, 1.451], [4.353, 5.758, -4.068], [-0.180, 0.471, 0.318], [0.234, 1.440, -2.346], [-4.038, -3.404, 2.731], [-0.620, -1.487, -3.252], [2.369, 13.649, 8.153], [2.489, -5.155, -3.558], [0.900, -2.406, 1.538], [1.394, 3.889, -3.268], [-0.087, -1.571, 1.284], [-0.994, 0.197, -0.163], [-2.427, 3.696, 0.504], [-0.893, -10.674, -3.702], [1.095, 1.311, 0.715], [-1.831, 0.384, -1.445], [0.392, -0.110, 1.154], [1.493, 0.643, 2.954], [-2.863, -5.201, 1.646], [0.806, -1.357, -0.258], [0.623, -0.242, -1.267], [-0.863, -0.775, 0.138], [-2.427, 2.199, -0.414], [-1.873, 2.109, 0.445], [-0.879, 1.692, 1.246], [-3.233, 0.204, -10.535]],
  "nbo_charge": [-0.590, 0.185, 0.172, 0.188, 0.168, -0.612, 0.214, 0.222, 0.205, -0.600, -0.084, -0.460, -0.239, -0.609, 0.370, -0.228, 0.186, 0.096, -0.052, -0.195, -0.157, -0.163, -0.253, -0.221, 0.200, 0.232, 0.189, 0.171, 0.204, -0.771, 0.473, 0.195, 0.190, 0.169, 0.229, 0.233, 0.203, 0.200, 0.202, 0.141]
}

Entry 7:
{
  "formula": "C4H7F",
  "method": "ωB97M-V/def2-TZVPD",
  "max_force_ev_per_a": 2.35,
  "total_energy_ev": -6977.6392,
  "total_charge": 0,
  "gap_ev": 11.84,
  "e_above_lowest_ev": 0.5535,
  "species": ["F", "C", "C", "C", "C", "H", "H", "H", "H", "H", "H", "H"],
  "positions_angstrom": [[0.604, 2.317, -0.387], [-0.160, 1.360, 0.339], [-0.079, 0.135, -0.499], [0.861, -0.934, -0.167], [-0.616, -1.177, 0.070], [-1.181, 1.780, 0.357], [0.245, 1.322, 1.388], [-0.260, 0.423, -1.504], [1.438, -1.443, -0.949], [1.398, -0.934, 0.710], [-1.275, -1.839, -0.450], [-0.975, -1.011, 1.091]],
  "forces_ev_per_angstrom": [[-0.067, 0.007, 0.662], [0.131, 1.148, 0.083], [-0.713, -0.120, 1.135], [-0.372, -1.602, -1.617], [-0.038, 1.271, 0.493], [0.301, -0.255, 0.138], [-0.296, -0.264, -1.064], [-0.056, -0.298, -0.926], [-0.698, 0.108, 0.080], [1.273, 0.600, 1.885], [0.123, -0.199, -0.719], [0.413, -0.395, -0.148]],
  "nbo_charge": [-0.389, 0.060, -0.273, -0.404, -0.419, 0.167, 0.171, 0.230, 0.222, 0.210, 0.222, 0.203]
}

Entry 8:
{
  "formula": "CH4NOP",
  "method": "ωB97M-V/def2-TZVPD",
  "max_force_ev_per_a": 4.23,
  "total_energy_ev": -13924.9060,
  "total_charge": 0,
  "gap_ev": 10.28,
  "e_above_lowest_ev": 3.6273,
  "species": ["C", "N", "O", "P", "H", "H", "H", "H"],
  "positions_angstrom": [[-0.537, -1.769, -0.013], [0.261, -0.884, -0.334], [-0.127, 0.539, 0.154], [1.019, 1.664, -0.106], [-0.132, -2.745, -0.392], [-1.289, -1.530, 0.815], [0.714, 2.477, 1.025], [0.090, 2.249, -1.149]],
  "forces_ev_per_angstrom": [[-0.672, -0.644, 2.192], [1.516, 3.853, -0.876], [-0.820, -4.017, 0.634], [-0.430, 0.581, -1.823], [-1.171, 0.656, 0.606], [0.487, -0.874, -1.534], [-0.294, 0.020, -0.385], [1.386, 0.425, 1.187]],
  "nbo_charge": [-0.150, -0.102, -0.731, 0.656, 0.230, 0.210, -0.057, -0.056]
}